No. 1
ORCA calculation (ωB97M-V/def2-TZVPD) on a 6-piece molecular cluster, C36H64BF5N2O16P overall in a non-equilibrium geometry.

XYZ file:
```
125
Properties=species:S:1:pos:R:3:forces:R:3:mulliken_charge:R:1
C 2.580 3.407 1.131 0.45 -0.24 -0.18 -1.3140
C 2.321 3.125 -0.395 -0.73 1.20 0.84 0.9235
C 0.904 3.692 -0.742 0.34 -0.85 -0.68 -0.6300
C 0.476 3.407 -2.223 -0.52 -0.07 0.96 -0.8792
C -1.092 3.269 -2.332 0.73 0.52 -0.79 -0.7216
C -1.508 2.104 -3.293 -1.01 0.01 0.28 -1.3043
C -2.037 0.859 -2.518 1.48 0.54 1.07 -0.4258
C -0.948 0.481 -1.435 -0.88 -0.05 0.14 1.2353
C -0.964 -1.011 -1.028 0.55 -0.21 -0.32 -0.7995
C 0.276 -1.445 -0.180 -0.43 -0.06 0.35 -0.9364
C 0.697 -0.446 0.942 0.29 -0.66 0.62 1.0041
C -0.100 -0.680 2.270 0.12 0.58 -0.21 -1.3089
C -1.483 0.096 2.273 0.73 -1.55 1.20 0.2383
C -2.660 -0.931 2.238 -0.17 0.19 -1.27 -1.2056
C -3.951 -0.423 1.452 0.72 -0.19 0.75 0.1285
C -4.135 1.122 1.470 0.54 -0.64 0.44 -0.8498
P -5.950 1.728 1.291 0.34 0.25 -0.22 1.6663
C -5.670 3.251 2.505 -0.74 1.91 -0.14 -1.0026
C -6.364 4.502 1.907 0.65 -0.10 0.32 0.6968
C -5.443 5.600 1.303 0.52 -0.98 0.38 -1.0349
N -7.631 4.691 1.885 0.52 -0.17 0.10 -0.8554
B -6.429 0.430 -0.077 0.15 -0.88 0.13 -0.0115
O -6.948 -0.877 0.294 -0.09 0.76 -0.34 -0.3760
N -6.313 0.796 -1.523 -1.22 -1.44 -0.45 0.0061
C -7.712 1.167 -1.910 0.06 0.42 1.14 -1.0968
C -5.859 -0.331 -2.367 0.85 -0.02 -0.77 -0.6908
H 3.362 4.182 1.246 -0.39 -0.32 0.06 0.4361
H 2.933 2.504 1.672 -0.20 0.50 -0.34 0.1701
H 1.667 3.768 1.641 0.43 -0.22 -0.30 0.3464
H 3.073 3.689 -0.991 -0.36 -0.76 0.26 -0.8589
H 2.356 2.040 -0.598 0.07 0.53 -0.12 0.4140
H 0.182 3.181 -0.070 0.33 0.34 -0.30 0.1603
H 0.849 4.780 -0.532 0.08 -0.55 0.00 0.4290
H 0.857 4.223 -2.871 -0.21 -0.48 0.14 0.4991
H 0.914 2.446 -2.564 0.02 0.62 0.22 0.3798
H -1.468 4.238 -2.728 0.01 -0.61 0.21 0.5920
H -1.527 3.169 -1.320 0.11 -0.15 -0.54 0.3221
H -0.644 1.803 -3.918 -0.45 0.25 0.15 0.4329
H -2.333 2.478 -3.935 0.59 -0.29 0.06 0.3554
H -2.927 1.175 -1.938 0.11 -0.49 -0.62 -0.0246
H -2.218 -0.025 -3.154 -0.19 0.58 0.08 0.5681
H -1.183 1.130 -0.563 0.35 -0.51 -0.38 -0.6566
H 0.073 0.769 -1.759 -0.47 -0.33 -0.01 0.0001
H -0.946 -1.611 -1.967 -0.06 0.28 0.49 0.5531
H -1.892 -1.318 -0.502 0.41 0.52 -0.27 -0.0291
H 1.145 -1.728 -0.811 -0.49 0.50 0.17 0.2002
H -0.014 -2.389 0.337 0.31 0.45 -0.33 0.5433
H 1.778 -0.606 1.152 -0.55 0.07 -0.17 -0.1923
H 0.589 0.620 0.662 0.07 -0.53 -0.09 -0.3955
H 0.520 -0.356 3.138 -0.31 -0.02 -0.56 0.3945
H -0.248 -1.772 2.415 -0.03 0.60 -0.11 0.3838
H -1.486 0.804 1.431 -0.27 -0.24 0.50 -0.3848
H -1.511 0.624 3.250 -0.22 0.18 -0.83 0.6523
H -2.283 -1.819 1.675 -0.26 0.40 0.41 0.4305
H -2.924 -1.320 3.243 0.21 0.52 -0.38 0.3494
H -3.824 -0.825 0.421 -0.48 0.36 0.47 -0.0340
H -4.805 -0.926 1.956 0.19 0.37 -0.64 0.2022
H -3.520 1.583 0.667 -0.23 -0.06 0.47 -0.4660
H -3.779 1.471 2.468 -0.12 -0.04 -0.67 0.4743
H -6.355 0.851 2.394 0.13 -0.27 0.25 -0.3699
H -7.373 2.179 1.226 -0.35 0.10 -0.17 -0.3435
H -5.565 2.653 0.203 -0.08 0.15 -0.10 -0.3527
H -4.602 3.527 2.602 -0.45 -0.50 0.28 0.1778
H -6.163 3.042 3.481 0.50 -0.09 -0.43 0.3028
H -4.398 5.329 1.567 -0.54 0.29 -0.21 0.2447
H -5.639 6.591 1.748 -0.19 -0.40 -0.44 0.3621
H -5.480 5.597 0.196 -0.28 0.19 0.57 0.2184
H -8.064 3.875 2.326 -0.09 0.12 -0.13 0.3394
H -7.904 -0.894 0.162 0.11 -0.02 -0.21 0.1288
H -7.742 1.996 -2.640 0.01 -0.46 0.20 0.2259
H -8.302 0.292 -2.262 0.32 0.40 -0.04 0.3654
H -8.211 1.515 -0.972 0.09 0.15 -0.76 0.3600
H -6.554 -0.561 -3.207 0.22 0.16 0.60 0.3834
H -5.678 -1.276 -1.816 -0.22 0.48 -0.09 0.2488
H -4.895 -0.068 -2.861 -0.49 -0.14 0.31 0.0479
C 5.895 -2.996 2.703 0.27 -0.28 0.56 -0.3510
C 4.976 -1.941 3.248 0.09 0.35 -0.04 0.3042
O 4.373 -1.425 2.075 -0.10 -0.48 0.21 -0.2725
C 4.358 -2.444 1.170 -0.17 0.00 -0.61 0.6734
O 3.704 -2.450 0.181 0.13 0.01 0.05 -0.4941
O 5.189 -3.449 1.548 -0.15 0.32 0.11 -0.3302
F 5.670 -0.945 3.859 -0.09 0.02 0.05 -0.3032
H 6.860 -2.588 2.400 -0.48 0.11 0.34 0.1963
H 6.061 -3.812 3.406 -0.14 -0.12 -0.18 0.3133
H 4.204 -2.313 3.925 0.02 0.20 0.07 0.3301
C -8.712 -3.889 0.332 0.58 0.46 0.14 -0.1106
C -10.203 -3.884 0.506 -0.22 0.01 -0.46 0.3361
O -10.537 -5.256 0.390 0.21 0.18 0.40 -0.3233
C -9.447 -5.953 0.821 0.28 -0.57 0.06 0.6166
O -9.460 -7.104 1.107 -0.04 0.12 -0.10 -0.5176
O -8.351 -5.157 0.886 -0.47 -0.05 -0.04 -0.3258
F -10.820 -3.196 -0.488 -0.10 -0.01 0.08 -0.2835
H -8.416 -3.854 -0.719 -0.20 0.02 -0.01 0.2019
H -8.223 -3.073 0.863 0.16 -0.22 0.08 0.0917
H -10.543 -3.507 1.474 -0.10 0.07 -0.11 0.3127
C 8.798 -1.615 -1.908 0.44 -0.09 -0.48 -0.5032
C 8.029 -0.568 -1.151 -0.52 0.33 -0.32 0.2767
O 7.374 -1.332 -0.149 0.55 -0.14 0.16 -0.1898
C 8.165 -2.406 0.092 -0.13 -0.27 0.14 0.6241
O 8.059 -3.112 1.045 0.69 -0.15 -0.68 -0.5112
O 9.091 -2.570 -0.883 -0.25 0.14 0.23 -0.3441
F 7.099 0.023 -1.931 0.03 -0.01 0.11 -0.2774
H 8.195 -2.090 -2.685 -0.15 0.12 0.09 0.2950
H 9.710 -1.226 -2.355 0.08 -0.14 0.19 0.2836
H 8.649 0.197 -0.679 -0.13 0.08 -0.04 0.2953
C 9.236 -6.422 1.011 -0.50 0.36 -0.44 -0.0762
C 10.473 -6.235 1.841 -0.12 -0.05 0.54 0.3498
O 10.968 -7.556 1.966 0.01 0.27 -0.44 -0.3342
C 10.562 -8.225 0.849 0.02 -0.61 -0.26 0.5969
O 11.009 -9.264 0.492 -0.07 0.11 0.10 -0.4975
O 9.588 -7.542 0.196 0.31 0.01 0.31 -0.3277
F 10.178 -5.758 3.076 0.12 0.01 0.00 -0.2836
H 8.363 -6.673 1.617 0.15 0.04 0.16 0.2435
H 9.003 -5.550 0.403 0.04 -0.14 -0.11 0.0175
H 11.235 -5.602 1.380 -0.01 0.06 0.15 0.2851
C 4.835 4.303 -2.962 -0.59 -0.33 0.05 -0.4388
C 5.683 5.007 -3.983 0.03 0.55 0.12 0.3269
O 6.968 4.994 -3.384 -0.19 -0.44 -0.17 -0.3355
C 7.008 3.886 -2.590 0.26 -0.29 0.39 0.5953
O 8.003 3.416 -2.147 -0.05 0.08 -0.01 -0.5054
O 5.765 3.386 -2.382 0.27 0.27 -0.22 -0.2168
F 5.292 6.294 -4.154 0.08 -0.03 -0.10 -0.2891
H 4.462 4.979 -2.189 0.12 0.16 -0.15 0.3041
H 3.992 3.778 -3.407 0.11 -0.17 0.12 0.2516
H 5.728 4.508 -4.954 -0.01 0.15 -0.04 0.2786
```
Forces are in eV/Å.

The calculation puts the lowest unoccupied orbital energy at 1.2 eV. Its spin multiplicity is 1. Its total energy is -97660.688 eV. Its charge is -1. As for the orbital gap: 4.664 eV.



No. 2
ORCA calculation (ωB97M-V/def2-TZVPD) on C9H16BaO7 as an isolated structure in a non-equilibrium geometry.

XYZ file:
```
33
Properties=species:S:1:pos:R:3:forces:R:3:mulliken_charge:R:1
Ba -1.227 1.197 0.053 1.04 -0.38 1.01 1.7702
C 0.307 -4.635 -3.356 -1.06 -1.23 0.85 -1.3319
C 1.009 -3.306 -3.160 0.59 1.93 -0.67 0.4623
C 1.754 -2.959 -4.470 0.13 -0.03 -0.53 -1.3256
O 0.240 -2.256 -2.778 -1.27 0.18 -0.01 -0.8922
H 0.904 -5.502 -3.640 0.67 0.03 0.13 0.3493
H -0.545 -4.726 -4.030 0.02 1.03 -0.74 0.3610
H -0.219 -4.902 -2.439 0.31 -0.07 0.55 0.3138
H 1.797 -3.353 -2.409 0.60 -1.12 0.47 0.1340
H 2.567 -3.639 -4.725 0.06 -0.58 -0.06 0.3570
H 2.233 -1.981 -4.485 -0.29 0.24 0.46 0.3077
H 1.020 -2.969 -5.276 -0.07 0.02 -0.26 0.2978
C 1.142 6.417 -2.819 -0.44 -0.99 0.08 -0.8019
C 0.462 5.146 -2.194 -0.71 0.02 -0.23 0.6325
O -0.382 5.332 -1.312 -1.12 1.46 1.80 -0.7634
O 0.658 4.006 -2.628 1.48 -1.16 -1.38 -0.7338
H 0.357 7.035 -3.254 -0.12 -0.02 0.02 0.2254
H 1.810 6.104 -3.622 0.25 0.18 0.20 0.2561
H 1.616 7.014 -2.040 0.21 -0.14 -0.09 0.2392
C 2.478 -0.107 4.699 0.78 -1.21 1.52 -0.8905
C 1.932 0.265 3.364 -1.73 0.58 -1.20 0.6853
O 1.710 1.458 3.121 0.21 2.39 0.43 -0.7695
O 1.590 -0.603 2.548 0.14 -2.03 -0.41 -0.7422
H 3.567 -0.068 4.723 0.16 0.15 -0.19 0.2222
H 2.227 -1.134 4.964 -0.02 -0.23 -0.35 0.2842
H 2.138 0.453 5.570 -0.20 0.63 -0.43 0.2823
C -4.850 -0.509 4.705 -0.79 0.19 1.23 -0.8808
C -4.015 -0.122 3.552 2.21 1.77 -0.64 0.7037
O -3.733 1.082 3.323 -0.92 1.70 0.31 -0.7900
O -3.463 -0.994 2.900 0.37 -2.97 -1.46 -0.7373
H -4.295 -0.532 5.643 0.64 -0.25 -0.19 0.2212
H -5.245 -1.509 4.529 -0.46 0.25 0.16 0.2632
H -5.544 0.298 4.940 -0.69 -0.34 -0.37 0.2904
```
Forces are in eV/Å.

The calculation puts the lowest unoccupied orbital energy at 2.8 eV. The energy above the lowest of the compared OMol25 structures with the same formula, charge and spin is 142.6 kcal per mole. Its spin multiplicity is 1. Its total energy is -24617.232 eV. Its charge is -2. As for the orbital gap: 4.082 eV.